Record 1
16
Properties=species:S:1:pos:R:3:forces:R:3 method="wB97M-V/def2-TZVPD" multiplicity=1 charge=0 total_energy_ev=-10441.5664 orbital_gap_ev=9.220 lumo_energy_ev=0.698 homo_energy_ev=-8.52
O 1.387534 0.547554 1.521743 4.633 -4.286 -0.119
C 0.494179 0.075464 0.589140 -1.414 -0.474 0.800
C 0.660752 -1.390553 0.042392 -0.469 2.151 -0.503
C -0.334233 -1.480968 -0.967732 2.267 -2.318 0.688
O -1.186668 -0.487960 -1.370614 0.211 -0.346 1.353
C -1.103982 0.717787 -0.534526 -0.865 1.997 -3.466
C 0.425640 1.035742 -0.577607 0.973 2.071 1.834
C -1.053688 0.305398 0.930697 0.340 1.846 -0.369
H 2.225365 -0.155152 1.260699 -2.849 3.342 1.780
H 1.740349 -1.865226 0.496243 -3.679 0.319 -1.921
H -0.557200 -2.393408 -1.583929 0.547 0.963 0.739
H -1.881231 1.545999 -1.026551 1.845 -2.470 1.512
H 1.185263 0.708723 -1.231691 -0.274 -0.784 -2.241
H 0.996968 2.025432 -0.310833 -2.358 -1.142 0.160
H -1.779169 -0.446037 1.268976 0.627 -0.063 -0.153
H -1.219878 1.257205 1.493594 0.463 -0.809 -0.094

***

Record 2
16
Properties=species:S:1:pos:R:3:forces:R:3 method="wB97M-V/def2-TZVPD" multiplicity=1 charge=0 total_energy_ev=-10442.4666 orbital_gap_ev=10.265 lumo_energy_ev=0.956 homo_energy_ev=-9.31
C 1.346719 0.898818 -0.410488 1.847 -0.223 -0.200
C 0.886992 -0.549619 -0.760356 -0.656 1.362 -2.058
C 0.692342 0.486156 0.923881 0.515 -2.441 0.265
C -0.856368 0.435834 0.844892 0.975 -0.605 -0.767
C -1.239570 0.886547 -0.509209 0.388 1.402 -2.652
C -0.710306 -0.490451 -0.948240 -1.026 -1.253 1.581
H 2.468589 0.944385 -0.317968 -1.071 -0.407 0.151
H 1.121105 1.753009 -1.035982 -0.680 0.185 0.260
H 1.397418 -1.099208 -1.572285 -0.216 0.023 0.549
H 1.068762 0.628985 1.922603 0.369 0.810 0.131
H -1.441702 0.747027 1.668855 -0.115 0.574 1.091
H -0.891813 1.763590 -1.077845 0.106 -0.073 0.721
H -2.280096 0.938685 -0.446636 -1.826 -0.162 -0.719
H -1.149635 -1.167568 -1.737513 0.498 1.090 0.692
O 1.146009 -0.933751 0.538689 -0.201 0.473 1.664
O -1.272443 -0.880325 0.430547 1.093 -0.755 -0.708

***

Record 3
16
Properties=species:S:1:pos:R:3:forces:R:3 method="wB97M-V/def2-TZVPD" multiplicity=1 charge=0 total_energy_ev=-10441.8266 orbital_gap_ev=7.849 lumo_energy_ev=0.560 homo_energy_ev=-7.29
C -0.707836 -1.157653 1.166947 -0.274 -0.297 -0.654
C 0.638312 -0.946213 0.540533 0.927 1.206 1.058
C 0.539012 1.070602 0.140991 -0.283 -0.821 0.876
C 0.062720 -0.599842 -1.621767 0.208 0.754 0.048
C 0.872455 0.336936 -0.989310 -0.109 -0.987 -0.987
C 0.225464 2.219113 0.689707 0.101 0.102 -0.015
O -1.297773 -0.477492 -1.726938 -0.107 -0.012 0.154
O 1.672175 -1.490640 0.789297 -0.610 0.287 -0.426
H -1.566642 0.392202 -1.400736 0.081 -0.072 -0.049
H 0.479455 -1.347614 -2.279486 -0.014 0.007 0.021
H 1.935818 0.241875 -1.190013 -0.040 -0.157 0.069
H -1.500873 -0.603195 0.680962 0.036 0.006 0.032
H -0.928659 -2.226530 1.111634 -0.029 0.029 0.062
H -0.644373 -0.864588 2.215667 0.151 0.066 -0.131
H 0.034566 2.306648 1.756602 0.038 -0.021 -0.074
H 0.186179 3.146390 0.115908 -0.077 -0.092 0.018

***

Record 4
16
Properties=species:S:1:pos:R:3:forces:R:3 method="wB97M-V/def2-TZVPD" multiplicity=1 charge=0 total_energy_ev=-10441.4615 orbital_gap_ev=9.674 lumo_energy_ev=-0.178 homo_energy_ev=-9.85
C -2.307062 -0.518828 0.170503 0.114 1.750 2.809
C -0.861635 -0.078816 -0.384860 -4.810 -3.978 -5.167
O -0.115450 -1.333620 -0.394723 3.478 3.037 1.602
C 1.254822 -0.880302 0.151788 -2.185 0.099 0.978
C 2.086077 0.121538 -0.529453 2.070 1.422 -0.025
C 1.173755 0.666795 0.644746 -0.366 -2.293 -1.912
C -0.187944 1.049855 0.161497 -0.351 7.345 -2.630
O -0.659306 2.251242 -0.248731 2.617 -5.726 3.366
H -3.006491 -1.370244 -0.163730 1.647 1.572 -0.849
H -2.881424 0.536016 0.269910 0.961 -2.722 0.084
H -1.996676 -0.975797 1.200484 -0.852 1.315 -1.245
H -1.116735 0.301852 -1.565111 0.995 -1.228 2.928
H 1.703860 -1.569761 0.904345 -0.482 0.249 -1.273
H 1.913471 0.749126 -1.516064 0.517 -2.181 1.821
H 3.256304 -0.053363 -0.114706 -3.292 0.990 -1.573
H 1.744441 1.104309 1.414104 -0.061 0.348 1.086

***

Record 5
16
Properties=species:S:1:pos:R:3:forces:R:3 method="wB97M-V/def2-TZVPD" multiplicity=1 charge=0 total_energy_ev=-10442.8310 orbital_gap_ev=9.835 lumo_energy_ev=0.937 homo_energy_ev=-8.90
O -1.603967 -0.001569 0.323735 -0.006 -1.213 0.095
C -0.305771 -0.531074 -0.128692 -0.697 3.024 -0.280
C -0.434531 -0.565951 -1.657215 0.305 1.314 0.863
C -0.282453 0.749464 -1.949799 0.998 -0.032 0.835
O 0.191077 1.644342 -0.966373 -1.037 -0.695 -0.668
C 0.591888 0.722791 -0.026544 -0.719 -2.010 1.768
C 0.620079 0.530363 1.516760 0.192 -0.256 -1.081
C 0.396600 -0.999548 1.170883 -0.732 1.081 -0.690
H -2.098670 -0.812777 0.488260 -0.427 0.269 0.132
H -0.929690 -1.270169 -2.296092 0.063 -0.219 -0.180
H -0.295920 1.336083 -2.807057 -0.715 0.205 -1.937
H 1.563155 0.400638 -0.289433 1.366 -0.386 -0.652
H -0.104162 1.046182 2.103070 -0.761 -0.071 0.281
H 1.593495 0.756674 1.859402 0.991 0.201 0.812
H 1.304389 -1.416527 0.815641 1.044 -0.850 0.546
H -0.205519 -1.588921 1.843455 0.134 -0.361 0.155

***

Record 6
20
Properties=species:S:1:pos:R:3:forces:R:3 method="wB97M-V/def2-TZVPD" multiplicity=2 charge=+1 total_energy_ev=-48109.8520 orbital_gap_ev="6.161 / 8.712" lumo_energy_ev="-2.729 / -3.522" homo_energy_ev="-8.89 / -12.23"
Yb 0.792572 2.430298 0.075293 -0.390 -0.541 0.105
O -1.409107 1.369952 0.354553 0.356 -0.226 0.201
O -3.047125 1.335136 1.848322 -0.129 0.322 0.318
C -3.576936 0.410423 2.815472 -0.307 -0.090 0.267
C -2.887527 -0.911350 2.446453 -0.199 -0.290 0.290
O -2.033337 -0.538335 1.349953 0.434 -0.369 -0.085
C -2.114958 0.749733 1.141257 0.279 0.717 -0.645
H -3.300512 0.770810 3.811789 -0.141 -0.079 -0.247
H -4.664357 0.386613 2.703649 0.263 0.016 0.055
H -3.575944 -1.685671 2.096800 0.179 0.176 0.080
H -2.251418 -1.297233 3.249698 -0.191 0.031 -0.227
O 1.718719 -0.060742 -0.195759 -0.380 0.566 -0.378
C 1.901777 -0.775189 -1.466043 0.077 -0.028 -0.297
C 2.515321 -2.080766 -0.993096 0.130 -0.136 -0.349
O 2.525361 -1.922680 0.460233 -0.074 -0.258 0.124
C 2.049291 -0.797097 0.864142 0.119 0.180 0.506
H 0.916569 -0.880015 -1.928517 0.232 -0.009 0.068
H 2.562078 -0.167059 -2.090392 -0.151 -0.194 0.090
H 3.551923 -2.225671 -1.311940 -0.288 0.007 0.073
H 1.913267 -2.964104 -1.222112 0.182 0.208 0.051

***

Record 7
16
Properties=species:S:1:pos:R:3:forces:R:3 method="wB97M-V/def2-TZVPD" multiplicity=1 charge=0 total_energy_ev=-19232.0261 orbital_gap_ev=9.381 lumo_energy_ev=0.615 homo_energy_ev=-8.77
O -2.064233 0.095350 -1.478387 2.304 1.588 3.921
C -1.328564 0.169401 -0.456250 -1.396 -3.958 -4.262
C -0.449371 1.105036 0.331203 -0.398 0.271 0.693
C 0.787149 1.454732 -0.460911 2.521 0.733 -0.910
S 1.909625 -0.053505 -0.580394 -0.790 0.484 0.317
C 0.631612 -1.397731 -0.600910 0.673 0.063 1.550
C -0.679538 -1.093867 0.256133 1.247 2.376 -1.597
C -0.178626 -0.098565 1.311140 -2.971 -0.638 3.297
H -1.020803 1.928588 0.783042 0.594 0.123 -0.223
H 0.813707 1.849729 -1.488968 -1.580 -0.544 0.081
H 1.389452 2.303837 -0.059307 -0.290 -0.957 0.787
H 1.253469 -2.282749 -0.335266 -0.758 0.424 0.563
H 0.434659 -1.559377 -1.597296 -1.013 -0.289 -2.290
H -1.337203 -1.916518 0.412331 -0.137 -0.772 0.384
H 0.773750 -0.448254 1.696892 0.275 1.014 0.033
H -0.935092 -0.056105 2.266945 1.717 0.082 -2.344

***

Record 8
15
Properties=species:S:1:pos:R:3:forces:R:3 method="wB97M-V/def2-TZVPD" multiplicity=1 charge=+1 total_energy_ev=-15632.7429 orbital_gap_ev=10.328 lumo_energy_ev=-3.686 homo_energy_ev=-14.01
P -1.472795 0.186060 -1.837146 0.472 -0.432 0.518
C -0.352972 0.070074 -0.429120 -1.250 0.431 -1.540
C 1.001530 0.129655 -0.671608 0.191 0.056 -0.501
C 1.846725 0.009409 0.400842 0.930 0.017 -0.556
C 1.334022 -0.177158 1.659305 0.808 -0.002 0.700
C -0.018469 -0.213643 1.864598 -0.940 -0.254 1.082
C -0.900825 -0.101334 0.819872 -0.214 -0.017 0.239
H -2.712587 0.743862 -1.498300 0.116 -0.133 -0.042
H -0.950805 0.955868 -2.884717 -0.045 -0.146 0.083
H -1.686317 -1.120895 -2.310981 -0.220 0.358 -0.217
H 1.391114 0.248841 -1.677368 0.004 0.074 0.100
H 2.913532 0.062983 0.217129 -0.046 -0.062 0.200
H 2.019705 -0.291126 2.490959 -0.122 0.048 0.014
H -0.444355 -0.340357 2.854027 0.273 -0.028 0.020
H -1.967502 -0.162240 1.002509 0.042 0.091 -0.100

***

Record 9
15
Properties=species:S:1:pos:R:3:forces:R:3 method="wB97M-V/def2-TZVPD" multiplicity=1 charge=0 total_energy_ev=-17185.0058 orbital_gap_ev=7.702 lumo_energy_ev=-0.031 homo_energy_ev=-7.73
C -1.788350 0.974541 -0.287509 0.097 0.009 0.054
C -0.309396 0.771567 -0.205389 -1.321 -0.437 -0.117
C 0.328152 -0.376996 0.026825 -0.357 0.445 -0.112
C -0.258826 -1.729870 0.273508 -0.030 0.152 -0.020
C 1.777067 -0.275923 0.084258 0.151 -0.029 -0.014
C 2.289138 0.921412 0.091534 1.822 0.256 0.329
S 2.992637 2.310608 0.165318 -0.282 -0.237 -0.073
H -2.142202 1.530237 0.583190 -0.101 0.037 0.008
H -2.333210 0.037194 -0.337543 -0.110 -0.061 0.010
H -2.036432 1.563347 -1.170865 -0.079 0.014 -0.022
H 0.263069 1.671430 -0.362539 0.098 0.093 -0.061
H 0.164309 -2.455433 -0.421783 0.007 -0.066 -0.015
H -1.336791 -1.734502 0.166756 -0.125 -0.045 -0.010
H -0.012145 -2.054572 1.284404 -0.004 -0.093 0.054
H 2.402978 -1.153040 0.109836 0.234 -0.039 -0.011

***

Record 10
15
Properties=species:S:1:pos:R:3:forces:R:3 method="wB97M-V/def2-TZVPD" multiplicity=1 charge=0 total_energy_ev=-17182.5910 orbital_gap_ev=9.549 lumo_energy_ev=0.829 homo_energy_ev=-8.72
S 2.908923 -0.106653 -0.451800 0.711 1.222 -1.302
C 1.714877 -0.485631 0.828375 -1.924 1.214 -2.719
C 0.336326 -0.945507 0.395232 2.809 1.907 3.799
C 0.433726 0.282903 0.888877 0.827 -1.740 -0.539
C -0.606931 1.228679 0.357648 0.363 -0.642 0.635
C -1.380485 0.211722 -0.547918 -0.244 0.840 -1.867
C -0.860248 -1.216626 -0.292131 -1.082 -1.678 -3.363
H 2.485018 1.149289 -0.901640 0.116 -1.274 0.600
H 2.305789 -0.828828 1.596182 0.544 -0.928 2.309
H -1.157759 1.547223 1.214515 -0.843 0.357 0.533
H -0.201390 2.158939 -0.062123 -0.171 -0.498 -0.480
H -1.269504 0.554843 -1.608564 0.275 -0.608 0.674
H -2.433775 0.109853 -0.457665 -1.180 0.823 0.579
H -0.710496 -1.836593 -1.236322 -0.220 0.906 0.837
H -1.564077 -1.823609 0.277339 0.019 0.098 0.304

***

Record 11
16
Properties=species:S:1:pos:R:3:forces:R:3 method="wB97M-V/def2-TZVPD" multiplicity=1 charge=0 total_energy_ev=-28022.0131 orbital_gap_ev=9.918 lumo_energy_ev=0.416 homo_energy_ev=-9.50
C 0.231968 -1.325900 -1.104263 0.039 0.155 0.022
C 0.087891 -2.178575 -0.009150 0.022 0.053 0.147
C -0.324380 -3.497703 -0.201513 -0.022 -0.093 0.120
C -0.592574 -3.964164 -1.488977 -0.050 -0.143 -0.022
C -0.448496 -3.111487 -2.584080 -0.036 -0.051 -0.142
C -0.036223 -1.792350 -2.391728 0.007 0.094 -0.121
H 0.556380 -0.287893 -0.952901 -0.158 -0.503 -0.072
H 0.298931 -1.811526 1.003934 -0.102 -0.177 -0.491
H -0.437752 -4.168661 0.660209 0.056 0.325 -0.417
H -0.916993 -5.002157 -1.640339 0.158 0.502 0.073
H -0.659543 -3.478525 -3.597174 0.103 0.177 0.491
H 0.077149 -1.121394 -3.253450 -0.053 -0.325 0.416
S -4.547194 1.697694 -0.488510 -0.014 -0.011 -0.206
S -5.140842 -0.262440 -0.697926 0.208 -0.032 0.009
H -4.493508 2.020571 -1.798222 -0.003 -0.035 0.192
H -3.915819 -0.828198 -0.739678 -0.158 0.062 0.001

***

Record 12
16
Properties=species:S:1:pos:R:3:forces:R:3 method="wB97M-V/def2-TZVPD" multiplicity=1 charge=0 total_energy_ev=-28017.0865 orbital_gap_ev=8.109 lumo_energy_ev=-0.233 homo_energy_ev=-8.34
C 0.623685 0.566883 1.579334 -0.301 2.178 0.978
C 1.265558 0.593985 0.123360 -2.755 -0.887 2.056
C 1.028026 1.914012 -0.491564 0.855 1.053 -3.468
C 0.051221 0.842507 -0.819500 0.384 -3.003 -1.629
C -0.980362 -0.158544 -0.254247 0.636 0.034 0.476
S -2.566644 0.041088 -0.020676 0.578 -0.221 -0.068
C -0.173962 -1.611128 0.010658 -0.286 3.227 -1.224
S 1.706308 -1.044620 -0.228863 -0.416 -2.057 0.010
H -0.013856 1.484607 1.747832 1.017 -0.350 -0.266
H 1.468503 0.626444 2.256070 -0.052 -0.109 0.452
H -0.150002 -0.141132 1.987388 1.403 -0.298 -1.119
H 0.658440 2.550386 0.212700 -0.367 2.013 1.871
H 1.580010 2.522170 -1.365590 -1.104 -2.042 1.982
H 0.372731 0.346798 -1.789655 -0.626 0.773 0.826
H -0.477059 -2.143306 0.945154 0.537 0.654 -0.842
H -0.558379 -2.075761 -0.889516 0.497 -0.964 -0.036